[1]
{"formula": "C15H32IO11P", "method": "ωB97M-V/def2-TZVPD", "species": ["O", "P", "O", "C", "O", "O", "C", "C", "O", "I", "H", "H", "H", "H", "C", "O", "C", "C", "O", "C", "C", "O", "C", "H", "H", "H", "H", "H", "H", "H", "H", "H", "H", "H", "H", "H", "H", "C", "O", "C", "C", "O", "C", "C", "O", "C", "H", "H", "H", "H", "H", "H", "H", "H", "H", "H", "H", "H", "H", "H"], "xyz": [[-0.4145, 2.9247, -3.4371], [-1.4852, 3.6966, -2.8268], [-2.0768, 4.8810, -3.7680], [-2.2734, 6.1476, -3.2665], [-1.4088, 6.9469, -3.1737], [-3.5477, 6.4323, -2.9456], [-4.4897, 5.4073, -2.7201], [-5.0569, 4.8327, -3.9965], [-4.8339, 5.2258, -5.0807], [-6.4073, 3.1997, -3.6461], [-1.1729, 4.3760, -1.6406], [-2.6145, 2.9226, -2.5450], [-5.3317, 5.8587, -2.1914], [-4.1204, 4.6138, -2.0703], [2.9321, -0.7589, -3.3299], [3.5119, 0.1887, -2.4633], [2.8371, 1.4356, -2.4185], [2.7216, 1.9678, -1.0100], [1.8255, 1.2611, -0.1701], [2.1781, -0.0241, 0.3012], [3.2842, -0.0541, 1.3317], [4.5428, 0.2507, 0.7614], [5.3519, 1.0999, 1.5418], [3.2158, -0.5764, -4.3725], [3.2995, -1.7416, -3.0351], [1.8398, -0.7583, -3.2523], [1.8368, 1.3618, -2.8570], [3.4145, 2.1601, -3.0070], [2.2890, 2.9679, -1.0927], [3.7052, 2.0775, -0.5489], [2.3931, -0.7075, -0.5242], [1.2713, -0.3921, 0.7914], [3.3328, -1.0689, 1.7517], [3.0416, 0.6429, 2.1411], [4.7761, 1.9373, 1.9507], [6.1279, 1.5003, 0.8912], [5.8285, 0.5566, 2.3659], [-3.9321, -4.8769, 3.3067], [-2.8420, -4.6446, 2.4444], [-3.0632, -3.6504, 1.4620], [-1.8614, -2.7538, 1.2779], [-1.5964, -1.8744, 2.3542], [-1.0778, -2.3958, 3.5635], [0.3552, -2.8667, 3.4924], [0.4900, -4.0642, 2.7494], [1.5972, -4.0824, 1.8777], [-4.6848, -5.5206, 2.8378], [-3.5471, -5.3788, 4.1934], [-4.4050, -3.9394, 3.6173], [-3.9351, -3.0380, 1.7180], [-3.2611, -4.1442, 0.5013], [-2.0900, -2.0952, 0.4361], [-0.9785, -3.3358, 1.0048], [-1.7236, -3.1715, 3.9810], [-1.0955, -1.5492, 4.2543], [0.7044, -3.0481, 4.5179], [0.9710, -2.0700, 3.0599], [1.6901, -3.1328, 1.3386], [1.4363, -4.8760, 1.1498], [2.5262, -4.2833, 2.4232]], "atomic_forces_ev_per_a": [[0.4, -0.2, -0.1], [0.3, -0.3, -0.2], [-0.6, 0.0, 0.5], [0.0, 0.2, -0.2], [0.1, 0.1, 0.0], [0.1, 0.0, 0.1], [-0.2, -0.1, 0.2], [0.1, 0.0, -0.2], [0.1, 0.1, -0.2], [0.0, -0.1, 0.1], [-0.1, 0.1, 0.0], [-0.2, 0.1, 0.1], [0.1, 0.1, 0.0], [0.1, -0.1, -0.1], [0.1, 0.0, 0.0], [-0.2, -0.1, 0.2], [0.1, 0.0, -0.2], [0.1, 0.1, 0.0], [-0.2, 0.1, 0.1], [-0.1, -0.2, -0.1], [0.1, -0.2, 0.0], [-0.1, 0.2, -0.1], [0.0, -0.1, 0.0], [-0.1, 0.0, 0.0], [0.0, 0.0, 0.0], [0.0, 0.0, 0.0], [0.0, 0.0, 0.0], [-0.1, 0.1, 0.0], [0.0, 0.0, 0.0], [0.0, -0.2, 0.0], [0.2, 0.1, 0.0], [0.0, 0.0, 0.0], [-0.1, 0.0, 0.1], [0.0, 0.0, 0.0], [0.0, 0.0, 0.0], [0.0, 0.0, 0.0], [0.0, 0.0, 0.0], [0.0, -0.1, -0.1], [0.1, 0.2, 0.2], [-0.1, -0.2, -0.1], [0.1, 0.0, -0.1], [0.0, 0.2, 0.0], [-0.1, 0.0, 0.2], [0.1, -0.1, 0.1], [-0.2, 0.1, -0.2], [0.0, 0.0, 0.1], [0.0, 0.1, 0.0], [0.0, -0.1, 0.0], [0.0, 0.0, 0.0], [0.0, 0.0, 0.0], [-0.1, 0.1, 0.0], [0.0, 0.0, 0.0], [0.0, -0.1, 0.1], [0.1, -0.1, -0.1], [0.0, 0.0, 0.0], [0.0, 0.1, 0.0], [0.0, 0.0, 0.0], [0.1, 0.0, 0.0], [0.0, -0.1, 0.0], [0.0, 0.1, -0.1]], "nbo_charge": [-1.044, 1.792, -0.807, 0.991, -0.517, -0.481, -0.208, 0.458, -0.464, 0.030, -0.102, -0.112, 0.251, 0.213, -0.247, -0.552, -0.097, -0.081, -0.544, -0.085, -0.091, -0.547, -0.248, 0.168, 0.187, 0.167, 0.191, 0.174, 0.185, 0.181, 0.185, 0.187, 0.171, 0.171, 0.165, 0.193, 0.167, -0.247, -0.548, -0.090, -0.083, -0.542, -0.083, -0.091, -0.549, -0.248, 0.168, 0.192, 0.165, 0.170, 0.174, 0.186, 0.185, 0.186, 0.186, 0.175, 0.168, 0.163, 0.193, 0.170], "smiles": "O=[PH2]OC(=O)OCC(=O)I.COCCOCCOC.COCCOCCOC", "homo_energy_ev": -8.971, "total_charge": 0, "total_energy_ev": -55982.368}


[2]
{"formula": "C15H32IrN7O6P", "method": "ωB97M-V/def2-TZVPD", "species": ["O", "H", "Ir", "N", "N", "N", "N", "O", "O", "O", "O", "C", "C", "C", "C", "C", "H", "H", "H", "C", "H", "H", "H", "C", "C", "H", "H", "H", "H", "H", "H", "H", "H", "C", "H", "H", "H", "O", "H", "H", "C", "N", "C", "N", "C", "N", "C", "P", "C", "C", "H", "H", "H", "H", "H", "H", "H", "H", "H", "H", "H", "H"], "xyz": [[-1.3878, 0.9381, -5.5336], [-1.9597, 1.0567, -4.5481], [-0.7359, 0.3272, -0.5148], [-0.6299, 1.9876, 0.2965], [0.6919, 1.2186, -1.7734], [-2.0285, -0.6540, 0.4111], [-0.7651, -1.4574, -1.5954], [-1.2815, 2.2635, 1.3478], [-2.5832, -0.2165, 1.5430], [0.1562, -1.8302, -2.5955], [1.3663, 0.6538, -2.7159], [0.8816, 2.5054, -1.4110], [0.1760, 2.9483, -0.2760], [-2.3407, -1.9132, 0.0304], [-1.6209, -2.3633, -1.1320], [0.3239, 4.2699, 0.4134], [0.7003, 4.1648, 1.4641], [-0.6553, 4.8087, 0.4629], [1.0488, 4.9150, -0.1442], [1.8682, 3.2759, -2.2010], [1.7883, 3.0153, -3.2710], [2.9023, 3.0421, -1.8799], [1.7146, 4.3572, -2.0847], [-3.2353, -2.7486, 0.8768], [-1.6798, -3.7101, -1.7526], [-4.1729, -2.2111, 1.0911], [-2.7636, -3.0269, 1.8408], [-3.4752, -3.6836, 0.3367], [-1.2091, -3.6851, -2.7366], [-2.7216, -4.0105, -1.8513], [-1.1647, -4.4501, -1.1321], [-2.2490, 0.7088, 1.6549], [0.6570, -0.9609, -2.7566], [-2.3567, 1.0979, -1.3547], [-1.8049, 1.6840, -2.1414], [-2.3511, 0.3928, -2.1697], [-3.3607, 1.5114, -1.2645], [-5.0312, 2.7059, -1.4955], [-5.8522, 2.2154, -1.2821], [-4.9405, 3.4322, -0.8332], [3.5836, -1.9885, 1.3925], [3.6023, -0.5120, 1.3738], [3.2791, 0.0107, 2.7158], [1.9863, -0.4983, 3.2211], [1.9895, -1.9760, 3.2080], [2.2916, -2.5238, 1.8695], [1.2143, -2.2936, 0.9245], [0.9900, -0.4650, 0.7291], [2.7335, 0.0379, 0.3450], [0.8546, 0.0554, 2.5031], [4.3692, -2.3285, 2.0854], [3.7757, -2.3634, 0.3770], [3.2403, 1.1090, 2.6749], [4.0692, -0.3199, 3.4086], [1.0024, -2.3387, 3.5304], [2.7721, -2.3216, 3.9027], [1.4533, -2.7332, -0.0545], [0.2793, -2.7409, 1.2927], [2.8152, 1.1345, 0.3306], [3.0155, -0.3506, -0.6439], [-0.0910, -0.3206, 2.9204], [0.8556, 1.1520, 2.5708]], "atomic_forces_ev_per_a": [[-2.3, 0.5, 4.2], [2.3, -0.5, -4.1], [3.8, -2.8, -3.4], [-0.4, 2.9, 2.4], [-0.7, -0.7, 0.3], [-0.4, 1.6, 2.9], [1.9, 1.6, -1.4], [0.5, 0.2, -0.5], [-0.7, -0.3, 0.4], [-1.3, 1.2, 1.6], [-1.0, 0.8, 1.4], [0.6, 0.4, -0.4], [0.2, -0.3, 0.2], [0.8, -3.6, -2.6], [-1.9, -0.6, 2.4], [0.2, 0.9, -0.1], [-0.4, -0.1, -0.9], [0.7, -0.5, 0.0], [-0.7, -0.6, 0.5], [0.4, 0.8, -0.3], [0.0, 0.1, 0.5], [-0.5, 0.0, -0.1], [0.1, -0.4, -0.1], [-0.4, -0.5, -0.3], [-0.3, -0.2, 0.1], [0.3, -0.2, 0.0], [-0.2, 0.3, -0.4], [0.1, 0.5, 0.3], [-0.1, -0.1, 0.2], [0.0, -0.2, -0.1], [0.0, 0.0, -0.1], [0.0, 0.1, -0.1], [-0.3, -0.6, 0.0], [0.1, 1.1, -5.3], [-0.7, 1.6, 0.8], [-1.7, -1.5, -0.4], [0.3, -0.1, 1.0], [-0.5, 0.4, 0.8], [0.6, 0.7, 0.0], [-0.4, -0.9, -0.7], [-0.5, 0.4, 0.3], [0.6, -0.1, 0.2], [-0.3, -0.6, -0.2], [0.4, -0.2, 0.6], [0.3, 0.4, -0.5], [0.4, -0.4, 0.4], [0.1, 0.5, 0.1], [0.9, -0.6, 0.4], [-0.2, -0.3, 0.3], [0.3, -0.2, -0.4], [-0.2, 0.1, -0.3], [0.0, 0.1, 0.3], [0.1, -0.3, 0.1], [-0.3, 0.2, -0.2], [0.3, 0.1, 0.0], [-0.4, 0.1, -0.2], [-0.1, 0.0, 0.2], [0.2, 0.1, -0.1], [0.0, -0.2, 0.0], [-0.1, 0.1, 0.2], [0.2, 0.1, -0.1], [-0.1, -0.2, 0.0]], "mulliken_spin": [1.046, -0.044, 0.150, 0.093, 0.137, 0.516, 0.479, 0.308, 0.171, 0.122, 0.394, 0.000, 0.041, 0.314, 0.117, 0.012, 0.003, 0.001, 0.002, 0.022, -0.002, 0.000, 0.002, -0.009, 0.005, 0.019, 0.023, -0.002, 0.005, 0.001, 0.004, -0.006, -0.009, 0.038, -0.002, -0.010, -0.008, 0.000, 0.000, 0.000, 0.002, 0.003, -0.002, 0.003, 0.000, 0.003, 0.006, 0.075, 0.004, 0.002, 0.000, 0.000, 0.000, 0.000, 0.000, 0.000, -0.003, -0.012, 0.000, -0.006, 0.004, -0.012], "homo_energy_ev": [-10.093, -11.237], "total_charge": 1, "relative_energy_kcal_mol": 99.7, "s2": 6.081, "total_energy_ev": -50899.660, "multiplicity": 5}